Arrangement A

Molecular formula: C6H9NS
Method: DFT, wB97M-V/def2-TZVPD

* total charge: 0
* E_LUMO: -0.196 eV
* HOMO energy: -8.09 eV
* Kohn-Sham gap: 7.89 eV

CARTESIAN COORDINATES (ANGSTROEM)
S: -1.805 -0.352 1.746
N: 1.666 -1.775 -1.106
C: -1.404 -0.199 -1.414
C: -0.009 0.068 -0.710
C: -0.345 -0.508 1.352
C: 0.902 -0.774 1.928
C: 0.378 1.536 -0.521
C: 0.858 -0.981 -0.921
H: -1.384 -0.907 -2.199
H: -2.242 -0.426 -0.803
H: 1.021 -0.967 2.953
H: 0.269 1.976 -1.527
H: -1.679 0.860 -1.873
H: 1.294 1.800 -0.160
H: 1.512 0.238 1.894
H: -0.457 1.934 0.039
H: 1.424 -1.523 1.324

Arrangement B

Molecular formula: C6H9NS
Method: DFT, wB97M-V/def2-TZVPD

* total charge: 0
* E_LUMO: 0.684 eV
* SMILES: C[C@@]1(CC#N)CCS1
* HOMO energy: -8.92 eV
* Kohn-Sham gap: 9.61 eV

CARTESIAN COORDINATES (ANGSTROEM)
S: 1.699 0.256 0.959
N: -0.918 2.857 -0.580
C: 0.589 -1.757 -0.666
C: -0.579 1.843 -0.925
C: 0.149 0.795 1.816
C: -0.691 -0.275 0.883
C: 0.411 -0.272 -0.212
C: -0.109 0.577 -1.413
H: -0.400 -2.071 -1.144
H: -1.660 0.101 0.578
H: 0.145 0.546 2.908
H: -0.781 -1.373 1.351
H: 1.467 -1.839 -1.329
H: 0.752 -2.282 0.304
H: 0.784 0.834 -2.007
H: -0.040 1.931 1.533
H: -0.819 0.129 -2.056

Short version: arrangement A is the least stable of them.

Arrangement A

Molecular formula: C5H10N2O
Method: DFT, wB97M-V/def2-TZVPD

* total charge: 0
* E_LUMO: 0.993 eV
* SMILES: CN1N(O)[C@H]2C[C@]21C
* HOMO energy: -8.37 eV
* Kohn-Sham gap: 9.36 eV

CARTESIAN COORDINATES (ANGSTROEM)
O: -2.791 0.390 -0.154
N: -1.480 -0.019 -0.479
N: -0.326 -0.698 0.665
C: -0.634 1.121 -0.527
C: 1.935 0.212 -0.226
C: 0.525 0.372 0.265
C: -0.069 1.633 0.779
C: -0.007 -2.010 0.154
H: 1.997 -0.518 -1.033
H: -0.790 -2.701 0.465
H: -0.728 1.770 -1.391
H: 0.938 -2.349 0.587
H: -0.699 1.572 1.656
H: 0.519 2.535 0.681
H: 2.581 -0.116 0.589
H: -3.355 -0.323 -0.485
H: 2.308 1.164 -0.602
H: 0.076 -2.036 -0.941

Arrangement B

Molecular formula: C5H10N2O
Method: DFT, wB97M-V/def2-TZVPD

* total charge: 0
* E_LUMO: 0.713 eV
* HOMO energy: -7.79 eV
* Kohn-Sham gap: 8.50 eV

CARTESIAN COORDINATES (ANGSTROEM)
O: -2.758 -1.083 0.027
N: -0.455 -0.931 0.703
N: -0.120 -2.323 0.648
C: -1.235 0.832 -0.329
C: 0.195 0.706 -0.176
C: 0.948 1.722 0.645
C: 1.039 0.035 -1.233
C: -1.743 -0.414 0.036
H: -0.432 -0.645 1.678
H: -1.781 1.759 -0.408
H: 0.464 -0.701 -1.793
H: 1.357 0.803 -1.947
H: 0.408 1.982 1.555
H: 1.046 2.635 0.046
H: 0.167 -2.507 -0.310
H: 1.956 1.388 0.895
H: 1.939 -0.425 -0.816
H: -0.996 -2.832 0.780

Arrangement C

Molecular formula: C5H10N2O
Method: DFT, wB97M-V/def2-TZVPD

* total charge: 0
* E_LUMO: 0.820 eV
* SMILES: C=CCCNC(N)=O
* HOMO energy: -9.38 eV
* Kohn-Sham gap: 10.20 eV

CARTESIAN COORDINATES (ANGSTROEM)
O: -1.846 -0.692 -2.931
N: -0.350 0.732 -1.939
N: -1.370 -0.995 -0.733
C: 2.122 0.480 1.430
C: -1.210 -0.388 -1.947
C: -0.262 -1.023 0.249
C: 0.885 0.840 1.729
C: -0.340 0.236 1.139
H: -0.599 -1.815 0.907
H: 0.759 1.635 2.460
H: 0.648 -1.120 -0.333
H: 2.466 -0.170 0.634
H: -2.079 -1.706 -0.695
H: 0.644 0.604 -1.822
H: -0.670 1.513 -2.485
H: -0.752 1.021 0.495
H: 3.039 0.810 1.926
H: -1.086 0.038 1.916

Short version: arrangement A is the least stable of them.

Arrangement A

Molecular formula: C4H10N2O2
Method: DFT, wB97M-V/def2-TZVPD

* total charge: 0
* E_LUMO: 0.380 eV
* SMILES: CC(N)=O.CC(N)=O
* HOMO energy: -9.88 eV
* Kohn-Sham gap: 10.26 eV

CARTESIAN COORDINATES (ANGSTROEM)
O: 3.408 -0.268 -2.065
O: -3.045 1.634 1.365
N: -3.067 0.333 -0.463
N: 1.569 -0.739 -0.859
C: -2.447 -0.662 1.660
C: 2.886 -0.400 -0.976
C: 3.603 -0.106 0.315
C: -2.917 0.529 0.877
H: 4.660 0.085 0.189
H: -1.509 -1.052 1.271
H: 3.384 -0.939 0.980
H: -3.436 1.070 -1.040
H: 1.028 -0.703 -0.016
H: -3.138 -0.576 -0.899
H: 1.065 -0.768 -1.730
H: 3.083 0.678 0.871
H: -2.418 -0.446 2.727
H: -3.195 -1.445 1.697

Arrangement B

Molecular formula: C4H10N2O2
Method: DFT, wB97M-V/def2-TZVPD

* total charge: 0
* E_LUMO: 0.749 eV
* HOMO energy: -9.19 eV
* Kohn-Sham gap: 9.94 eV

CARTESIAN COORDINATES (ANGSTROEM)
O: -1.992 1.398 -0.185
O: 2.459 -0.907 1.098
N: 0.456 -0.043 -0.212
N: 2.298 1.342 0.294
C: 2.215 0.148 0.639
C: 0.489 -1.046 -1.258
C: -1.971 0.071 0.314
C: -0.556 -0.208 0.815
H: 1.291 -0.800 -1.952
H: -0.485 -1.222 1.220
H: 0.710 -2.013 -0.803
H: -2.892 1.623 -0.443
H: -2.674 -0.051 1.148
H: -2.250 -0.644 -0.472
H: 3.067 1.947 0.520
H: 0.614 1.004 -0.509
H: -0.332 0.507 1.611
H: -0.447 -1.108 -1.824

Arrangement C

Molecular formula: C4H10N2O2
Method: DFT, wB97M-V/def2-TZVPD

* total charge: 0
* E_LUMO: 0.816 eV
* SMILES: NCCCNC(=O)O
* HOMO energy: -9.10 eV
* Kohn-Sham gap: 9.92 eV

CARTESIAN COORDINATES (ANGSTROEM)
O: 2.638 0.019 0.564
O: 1.528 0.719 -1.272
N: 0.599 1.033 0.784
N: 0.414 -1.516 0.003
C: -0.710 1.357 0.235
C: -1.379 0.118 -0.367
C: -0.982 -1.178 0.332
C: 1.540 0.322 0.056
H: 0.501 -1.871 -0.946
H: -1.040 -1.035 1.419
H: -1.341 1.758 1.044
H: -1.107 0.036 -1.430
H: 2.251 0.253 -1.706
H: 0.836 -2.128 0.695
H: -0.615 2.131 -0.541
H: -2.469 0.233 -0.309
H: 0.995 1.741 1.398
H: -1.661 -1.994 0.042

Arrangement D

Molecular formula: C4H10N2O2
Method: DFT, wB97M-V/def2-TZVPD

* total charge: 0
* E_LUMO (alpha / beta): -0.412 / -0.412 eV
* SMILES: C[N+]([O-])=C=[N+](C)[O-].C
* HOMO energy (alpha / beta): -8.98 / -8.98 eV
* Kohn-Sham gap (alpha / beta): 8.56 / 8.57 eV

CARTESIAN COORDINATES (ANGSTROEM)
O: 1.878 1.019 -1.741
O: -1.276 -0.457 -2.702
N: 1.249 0.138 -1.199
N: -1.151 0.104 -1.552
C: 0.241 0.353 2.333
C: -0.044 0.165 -0.927
C: 2.056 -0.933 -0.520
C: -2.290 0.369 -0.708
H: 2.582 -0.407 0.442
H: -3.014 0.627 -1.472
H: 0.428 -0.467 1.651
H: 1.224 -1.495 -0.130
H: 2.750 -1.494 -1.183
H: -0.908 0.444 2.425
H: 0.722 1.293 2.057
H: -2.281 1.114 0.018
H: -2.688 -0.542 -0.209
H: 0.524 0.168 3.417

Short version: arrangement D is the least stable of them.

Arrangement A

Molecular formula: C4H10N2O2
Method: DFT, wB97M-V/def2-TZVPD

* total charge: 0
* E_LUMO: 0.822 eV
* SMILES: C[C@](N)(CO)C(N)=O
* HOMO energy: -8.85 eV
* Kohn-Sham gap: 9.67 eV

CARTESIAN COORDINATES (ANGSTROEM)
O: 1.658 0.486 1.344
O: 0.363 1.929 -0.660
N: 1.902 -0.392 -0.738
N: -1.053 0.228 1.565
C: -0.781 -1.579 -0.131
C: 1.177 0.258 0.241
C: -0.928 0.862 -0.786
C: -0.548 -0.125 0.235
H: -0.988 -0.590 2.168
H: -0.188 -2.234 0.513
H: -0.403 0.891 1.994
H: 2.895 -0.424 -0.546
H: 1.661 -0.204 -1.700
H: -1.842 -1.834 -0.032
H: 0.201 2.493 0.118
H: -0.495 -1.790 -1.164
H: -0.809 0.573 -1.827
H: -1.822 1.451 -0.597

Arrangement B

Molecular formula: C4H10N2O2
Method: DFT, wB97M-V/def2-TZVPD

* total charge: 0
* E_LUMO: 0.903 eV
* SMILES: CC(C)(/N=C\N)OO
* HOMO energy: -8.77 eV
* Kohn-Sham gap: 9.67 eV

CARTESIAN COORDINATES (ANGSTROEM)
O: 1.944 0.011 1.546
O: 1.216 0.105 0.343
N: -1.150 0.312 0.398
N: -0.188 2.489 0.068
C: 0.014 -0.433 -1.651
C: -0.967 1.555 0.659
C: -0.186 -0.527 -0.142
C: -0.408 -1.957 0.325
H: 0.399 0.545 -1.925
H: -1.259 -2.375 -0.210
H: -0.070 3.377 0.525
H: -0.931 -0.624 -2.157
H: -1.691 1.984 1.348
H: 2.050 -0.921 1.779
H: 0.468 -2.566 0.101
H: -0.621 -1.976 1.391
H: 0.755 -1.164 -1.968
H: 0.625 2.164 -0.431

Arrangement C

Molecular formula: C4H10N2O2
Method: DFT, wB97M-V/def2-TZVPD

* total charge: 0
* E_LUMO: 0.446 eV
* SMILES: Cc1cnc[nH]1.O.O
* HOMO energy: -8.61 eV
* Kohn-Sham gap: 9.06 eV

CARTESIAN COORDINATES (ANGSTROEM)
O: 0.997 0.130 2.900
O: -1.336 -0.076 -3.012
N: -0.677 1.489 0.047
N: -0.679 -0.681 0.407
C: 0.494 -0.405 -0.233
C: -1.328 0.508 0.569
C: 1.622 -1.354 -0.419
C: 0.486 0.935 -0.447
H: -0.886 -1.477 0.984
H: -2.249 0.623 1.119
H: 1.351 -2.163 -1.106
H: 1.595 0.772 3.288
H: 2.010 -1.808 0.492
H: -1.223 0.237 -2.110
H: -0.475 -0.153 -3.422
H: 2.476 -0.861 -0.886
H: 1.071 -0.663 3.433
H: 1.183 1.514 -1.033

Short version: arrangement B is the least stable of them.

Arrangement A

Molecular formula: H12NaO6
Method: DFT, wB97M-V/def2-TZVPD

* total charge: +1
* E_LUMO: -3.270 eV
* HOMO energy: -15.24 eV
* Kohn-Sham gap: 11.97 eV

CARTESIAN COORDINATES (ANGSTROEM)
Na: 19.517 -12.250 33.109
O: 20.836 -10.174 33.841
O: 17.849 -10.708 32.475
O: 21.373 -13.195 31.862
O: 18.872 -14.385 32.847
O: 17.817 -11.837 34.879
O: 18.518 -13.030 30.582
H: 18.082 -14.821 32.655
H: 22.082 -13.769 32.048
H: 17.491 -11.096 31.657
H: 17.600 -9.799 32.480
H: 17.548 -11.593 34.003
H: 18.813 -13.642 31.220
H: 19.562 -14.818 32.380
H: 21.679 -12.445 31.364
H: 21.635 -9.678 33.744
H: 20.429 -9.674 34.554
H: 17.464 -12.715 34.974
H: 18.050 -13.507 29.923

Arrangement B

Molecular formula: H12NaO6
Method: DFT, wB97M-V/def2-TZVPD

* total charge: +1
* E_LUMO: -3.434 eV
* HOMO energy: -15.11 eV
* Kohn-Sham gap: 11.68 eV

CARTESIAN COORDINATES (ANGSTROEM)
Na: -0.159 0.001 -0.076
O: 1.899 0.271 1.079
O: -2.063 -0.613 -1.281
O: -0.851 1.564 1.458
O: 0.891 -1.058 -1.740
O: -0.537 -1.719 1.517
O: 0.154 2.045 -1.370
H: 0.242 -1.568 -2.253
H: 0.859 2.698 -1.407
H: -1.909 -1.418 -1.872
H: 1.651 -1.662 -1.463
H: 2.870 0.223 0.846
H: -0.608 1.249 2.327
H: 0.159 -1.677 2.137
H: -0.656 2.465 1.409
H: -0.321 -2.466 1.024
H: 1.849 -0.023 1.966
H: -2.835 -0.831 -0.739
H: -0.637 2.518 -1.562

Arrangement C

Molecular formula: H12NaO6
Method: DFT, wB97M-V/def2-TZVPD

* total charge: +1
* E_LUMO: -3.267 eV
* HOMO energy: -14.98 eV
* Kohn-Sham gap: 11.71 eV

CARTESIAN COORDINATES (ANGSTROEM)
Na: 0.460 0.028 0.450
O: -1.643 1.414 1.454
O: 2.717 -0.224 -0.517
O: 1.352 2.223 1.217
O: -0.102 0.227 -1.954
O: 0.464 -2.352 -0.323
O: -2.109 -1.460 0.118
H: 2.895 0.397 -1.236
H: 2.565 -1.077 -0.945
H: -1.934 0.960 2.257
H: -0.482 -2.336 -0.558
H: -2.949 -1.173 -0.261
H: -2.276 -1.545 1.065
H: 0.844 -3.116 -0.773
H: -0.072 -0.457 -2.634
H: -1.797 2.347 1.654
H: 2.078 2.340 1.845
H: -0.734 0.881 -2.281
H: 0.722 2.921 1.422

Short version: arrangement A is the least stable of them.